(1)
13
Properties=species:S:1:pos:R:3:forces:R:3:mulliken_charge:R:1 method="wB97M-V/def2-TZVPD" lumo_energy_ev=0.293 relative_energy_ev=3.4756 charge=0
H -0.72867 -1.81601 -0.60447 5.91 -1.94 0.68 0.222
N -1.60081 -1.54296 -0.63511 -6.80 5.07 0.24 -0.684
C -1.80807 -0.33440 -0.14584 1.56 -4.12 -1.54 0.162
N -0.91657 0.44122 0.52539 1.57 2.40 4.33 -0.329
N 0.46982 -0.09454 1.09510 -5.04 -3.45 -1.46 -0.331
C 1.42984 0.10220 0.11943 0.69 -1.37 -0.97 0.126
N 1.29477 1.03176 -0.85437 4.83 2.11 0.17 -0.418
S 2.68533 -0.93938 0.03061 0.84 -0.51 0.56 -0.328
H -2.69833 0.22860 -0.35683 -0.75 -0.20 0.19 0.361
H -1.40148 1.02366 1.33533 1.55 -1.58 -2.32 0.255
H 0.28448 -1.28742 1.17490 1.00 4.44 0.02 0.354
H 2.41509 1.49318 -0.98681 -4.72 -1.75 0.02 0.340
H 0.57459 1.69408 -0.69733 -0.65 0.92 0.08 0.271

(2)
19
Properties=species:S:1:pos:R:3:forces:R:3:mulliken_charge:R:1 method="wB97M-V/def2-TZVPD" lumo_energy_ev=0.876 relative_energy_ev=1.9953 charge=0 smiles="CCN(C=O)CCO"
C -0.92527 0.78310 -1.69449 -0.87 -1.17 -0.82 -1.025
C -0.45204 -0.52738 -1.03091 -0.59 0.94 -0.40 -0.768
N 0.69770 -0.36989 -0.19612 1.97 -0.07 0.38 0.212
C 2.02758 -0.65245 -0.64789 -3.37 -0.11 1.83 0.052
O 2.81885 -1.08983 0.14669 1.07 0.56 -1.08 -0.537
C 0.65692 0.41443 1.05019 0.11 -0.20 0.16 -0.698
C -0.70350 0.38176 1.70518 -1.45 -1.22 -0.04 -0.438
O -1.12857 -1.00585 1.84220 0.28 0.63 0.01 -0.524
H -1.94407 0.60480 -2.07122 0.24 0.00 -0.22 0.324
H -0.28426 0.97782 -2.56586 -0.16 0.37 0.37 0.325
H -1.05918 1.64596 -1.06195 0.55 0.22 0.42 0.316
H -0.31747 -1.27174 -1.81307 0.76 0.05 -0.19 0.438
H -1.21326 -1.03622 -0.45043 -0.38 0.43 0.36 0.403
H 2.03849 -0.36745 -1.69918 1.17 -0.65 -0.62 0.347
H 1.35336 -0.03182 1.76437 0.07 -0.13 -0.14 0.386
H 1.06044 1.42268 0.86741 -0.49 0.04 0.11 0.319
H -0.79240 0.79172 2.71402 0.64 0.52 -0.22 0.346
H -1.51322 0.81367 1.10682 0.35 0.23 -0.02 0.201
H -0.32009 -1.48332 2.03423 0.09 -0.45 0.11 0.320

(3)
19
Properties=species:S:1:pos:R:3:forces:R:3:mulliken_charge:R:1 method="wB97M-V/def2-TZVPD" lumo_energy_ev=-4.874 relative_energy_ev=2.8869 charge=+1 smiles="C=[N+]=C(C)CCC"
C 3.23592 -0.38512 -1.61237 0.05 -2.08 -0.37 -0.161
N 2.13030 -0.53688 -1.00073 -1.48 1.40 0.98 -0.167
C 0.80182 -0.36929 -0.80418 2.43 0.14 -1.82 0.541
C 0.05843 -1.17474 -1.82048 0.09 -1.32 2.10 -1.214
C 0.13760 0.47286 0.27542 1.34 0.32 -0.86 -0.731
C -1.41697 0.45695 0.60401 0.85 3.45 -1.60 -0.150
C -1.44936 0.94178 2.07968 -1.60 1.42 0.61 -1.204
H 4.21508 -1.01631 -1.54060 -2.08 0.90 0.97 0.269
H 3.25974 0.14081 -2.55275 -0.20 1.10 0.03 0.300
H -0.56394 -1.92683 -1.29738 -0.21 0.60 -0.43 0.321
H 0.78404 -1.72238 -2.35673 0.55 -0.66 -0.87 0.456
H -0.47172 -0.54359 -2.48032 -0.98 0.78 -0.49 0.338
H 0.75222 1.43383 0.36738 -1.33 -0.85 -0.29 0.407
H 0.55744 -0.07113 1.07823 0.58 -0.68 1.66 0.420
H -1.72975 -0.55732 0.54448 -0.67 -0.68 -0.29 0.302
H -2.00918 1.19649 -0.16402 1.34 -2.06 1.98 0.283
H -2.50998 1.26257 2.50532 2.24 -0.49 -1.27 0.306
H -0.68083 1.73906 2.30739 -1.13 -0.51 -0.50 0.301
H -1.15599 0.12947 2.70761 0.20 -0.77 0.45 0.383

(4)
93
Properties=species:S:1:pos:R:3:forces:R:3:mulliken_charge:R:1 method="wB97M-V/def2-TZVPD" lumo_energy_ev=-5.337 charge=+1
C 0.29370 -0.42225 1.78432 0.65 -0.30 -0.45 -0.212
O 0.96566 0.69765 1.08904 -1.98 -0.74 -1.44 -0.394
C 0.18209 0.99502 -0.15563 -0.25 1.51 1.05 0.095
C 0.72343 2.44587 -0.69392 1.33 -0.51 -1.01 -0.592
C 1.14187 2.43782 -2.31373 -0.62 0.78 0.78 -0.544
C 1.65814 4.00018 -2.61158 -0.61 -1.41 0.14 -0.370
C 2.56769 4.13701 -3.96839 -0.84 1.45 0.25 -0.350
C 3.76030 5.24998 -3.74824 2.63 0.68 -1.72 0.082
C 5.24934 4.72564 -3.21891 0.47 0.87 -0.66 -0.669
N 5.19855 4.88335 -1.69898 -2.61 0.77 -0.04 -0.384
C 4.34225 6.12566 -1.44645 -1.92 -2.36 -4.78 0.248
N 4.17564 6.89584 -0.32212 0.20 -0.55 -1.01 -0.358
N 3.57068 6.37623 -2.75624 1.30 -1.36 4.88 -0.258
H 0.27350 -1.32760 1.01397 -0.26 1.63 1.89 0.119
H 0.97685 -0.69255 2.71019 -1.65 0.59 -1.92 0.225
H -0.78230 -0.06711 2.07683 1.92 -0.98 -0.34 0.086
H -0.94598 1.16754 0.19208 2.22 -0.77 -1.01 0.200
H 0.28896 0.14340 -0.95919 -0.23 1.60 1.60 -0.031
H -0.01400 3.34164 -0.54185 1.25 -1.88 -0.09 0.258
H 1.73762 2.67667 -0.12589 -2.18 -0.48 -0.91 0.156
H 0.16202 2.18797 -2.93556 2.25 0.54 1.10 0.279
H 1.98624 1.65050 -2.55076 -1.70 1.58 0.55 0.328
H 0.66877 4.63316 -2.71252 2.16 -1.01 0.26 0.269
H 2.22418 4.31741 -1.61488 -1.05 -0.50 -2.17 0.028
H 1.84602 4.57846 -4.80918 1.72 -1.06 1.70 0.186
H 3.00927 3.12672 -4.36373 -0.71 2.00 0.97 0.403
H 4.01628 5.84158 -4.74737 -0.80 -1.68 1.91 0.174
H 5.55864 3.65270 -3.60635 -0.93 2.12 1.30 0.364
H 6.15420 5.43527 -3.49921 -2.21 -1.28 -0.01 0.287
H 4.64351 4.00741 -1.45965 0.79 1.43 0.82 0.383
H 3.76720 6.46389 0.54760 1.34 0.68 -1.15 0.285
H 4.43760 7.91810 -0.37112 -1.01 -1.66 0.08 0.296
H 2.59114 6.62687 -2.47902 1.25 0.16 -0.49 0.365
C -2.88193 -5.86930 -0.18797 -0.45 -0.15 0.43 -0.611
O -1.91871 -5.61320 -1.20821 0.78 0.97 -0.04 -0.312
C -1.07419 -4.58716 -0.93381 -0.18 0.23 0.42 0.803
O -1.08234 -3.90224 0.07706 0.04 -0.91 -1.45 -0.506
O -0.21889 -4.45503 -1.97895 -0.68 -0.21 0.69 -0.332
C 0.73471 -3.40533 -1.82784 0.37 0.28 0.04 -0.549
H -3.50319 -6.70841 -0.51273 0.30 0.17 -0.19 0.227
H -2.38767 -6.14894 0.74804 -0.07 0.22 -0.12 0.276
H -3.52898 -4.99869 -0.04059 0.23 -0.11 0.07 0.288
H 1.37356 -3.58647 -0.95734 -0.22 0.11 -0.06 0.295
H 0.23225 -2.43609 -1.74602 0.05 -0.18 0.15 0.165
H 1.36598 -3.39102 -2.72061 -0.30 -0.24 0.08 0.254
C -5.77436 -0.24019 5.35806 -0.44 -0.15 0.43 -0.627
O -4.81114 0.01592 4.33782 0.89 0.85 -0.03 -0.292
C -3.96662 1.04196 4.61222 -0.25 0.18 0.63 0.733
O -3.97477 1.72688 5.62310 0.08 -1.00 -1.58 -0.541
O -3.11132 1.17408 3.56708 -0.58 -0.22 0.55 -0.252
C -2.15772 2.22379 3.71819 0.29 0.34 0.08 -0.568
H -6.39562 -1.07929 5.03330 0.31 0.17 -0.19 0.222
H -5.28010 -0.51983 6.29407 -0.08 0.22 -0.14 0.292
H -6.42141 0.63043 5.50545 0.24 -0.10 0.08 0.307
H -1.51887 2.04265 4.58869 -0.22 0.12 -0.07 0.333
H -2.66018 3.19303 3.80001 0.08 -0.20 0.16 0.356
H -1.52645 2.23810 2.82543 -0.24 -0.24 0.05 0.048
C -0.84312 6.59764 -9.38112 -0.25 0.03 -0.68 -0.611
O -0.42817 6.50579 -8.01963 1.14 0.48 0.66 -0.303
C 0.74950 7.12441 -7.75195 -0.02 0.27 -1.01 0.742
O 1.44369 7.72467 -8.55745 -0.99 -0.95 1.43 -0.532
O 1.02119 6.95955 -6.43274 -0.16 -0.06 -0.52 -0.287
C 2.24045 7.56313 -6.00474 0.22 0.26 -0.01 -0.451
H -1.79507 6.06906 -9.48066 0.23 0.06 0.33 0.223
H -0.99812 7.64285 -9.66769 0.20 -0.20 0.02 0.294
H -0.11257 6.11827 -10.04055 -0.06 0.24 0.13 0.291
H 2.20871 8.64697 -6.15637 0.11 -0.23 -0.12 0.445
H 3.09439 7.12232 -6.52921 -0.13 0.22 -0.08 0.291
H 2.35648 7.36885 -4.93491 -0.33 -0.04 -0.21 -0.055
C 1.64337 -8.98630 4.18706 0.11 -0.36 0.43 -0.619
O 1.39775 -8.02712 3.16046 -0.49 -0.17 -0.99 -0.303
C 0.77628 -8.52972 2.06390 -0.11 -0.57 0.03 0.723
O 0.43012 -9.68978 1.90425 0.50 1.76 0.22 -0.543
O 0.60657 -7.51809 1.17559 0.20 -0.59 0.82 -0.237
C -0.04002 -7.90316 -0.03591 -0.13 -0.10 -0.50 -0.501
H 2.14324 -8.47527 5.01441 -0.12 0.15 -0.34 0.223
H 0.70189 -9.40357 4.55868 0.19 -0.04 -0.19 0.289
H 2.30358 -9.78029 3.82364 -0.27 0.06 0.01 0.291
H -1.04882 -8.27717 0.16691 0.25 -0.11 -0.03 0.287
H 0.55292 -8.65391 -0.56826 -0.21 0.00 0.19 0.367
H -0.12309 -7.01700 -0.67116 0.20 -0.18 0.37 0.021
C -3.53714 -5.42929 8.26912 0.08 -0.11 0.54 -0.616
O -3.82199 -5.21488 6.88812 0.65 0.52 -0.73 -0.315
C -2.84464 -4.56045 6.21152 0.40 0.13 0.20 0.746
O -1.79014 -4.16244 6.68128 -1.53 -0.56 -0.69 -0.540
O -3.24365 -4.42547 4.92161 0.11 -0.20 1.06 -0.282
C -2.30670 -3.74986 4.08510 0.35 0.23 -0.38 -0.561
H -4.38515 -5.95979 8.71067 0.05 0.12 -0.37 0.227
H -2.64334 -6.05045 8.38694 -0.08 0.26 -0.02 0.286
H -3.41842 -4.47466 8.79156 0.15 -0.18 -0.13 0.286
H -1.36368 -4.30390 4.03568 -0.12 0.19 0.13 0.288
H -2.13876 -2.72798 4.44026 0.08 -0.23 0.03 0.281
H -2.72862 -3.69866 3.07757 -0.13 -0.15 0.30 0.194

(5)
51
Properties=species:S:1:pos:R:3:forces:R:3:mulliken_charge:R:1 method="wB97M-V/def2-TZVPD" lumo_energy_ev="-11.761 / -15.552" s_squared=3.79 relative_energy_ev=0.0000 charge=+4 spin_multiplicity=4
N 2.25698 -2.57165 0.80490 -0.90 -1.01 -0.46 -0.477
C 1.98919 -3.67533 0.55283 0.65 1.38 0.52 0.421
C 1.74591 -5.08073 0.28924 -0.06 -0.42 -0.12 -0.838
H 2.70782 -5.60365 0.20649 -0.21 0.11 0.04 0.336
H 1.19420 -5.21049 -0.65090 0.14 0.01 0.26 0.271
H 1.16756 -5.51753 1.11327 0.16 0.08 -0.20 0.318
N -2.84931 0.03638 -2.41178 -0.80 0.09 -0.10 -0.538
C -3.99368 0.20429 -2.49765 1.38 -0.16 0.28 0.689
C -5.41321 0.41806 -2.55745 -0.47 0.04 -0.08 -1.024
H -5.88109 -0.38550 -3.14062 0.07 0.13 0.08 0.344
H -5.62208 1.38039 -3.04188 0.05 -0.14 0.06 0.342
H -5.83052 0.42271 -1.54249 0.09 -0.01 -0.19 0.327
N 3.06835 1.50329 0.12166 -0.58 1.16 -0.80 -0.434
C 3.11023 2.48666 -0.49991 0.23 -1.37 0.99 0.448
C 3.24346 3.71874 -1.25521 0.03 0.36 -0.26 -0.872
H 2.54862 4.47462 -0.86945 0.20 -0.14 -0.07 0.310
H 3.02782 3.54040 -2.31626 0.09 0.06 0.24 0.287
H 4.27153 4.09514 -1.16988 -0.24 -0.10 0.01 0.345
Mn -0.84640 -0.31562 -2.40164 -4.96 1.31 3.65 0.302
C -0.65983 1.12501 -1.23064 0.42 4.95 3.04 0.567
O -0.62162 2.07757 -0.55720 -0.14 -4.19 -2.74 -0.257
C -1.14421 -1.33459 -0.84186 -1.86 -3.21 3.96 0.566
O -1.50135 -1.96487 0.07158 1.72 2.73 -3.72 -0.255
C -0.24560 -2.05124 -3.41222 -0.05 -0.71 -0.17 -0.500
C 0.81784 -1.39692 -2.75181 1.88 -0.04 -0.78 -0.357
C 1.06350 -0.03190 -3.01011 1.69 -0.76 -0.75 -0.400
C 0.22730 0.66899 -3.90457 0.31 0.63 -0.33 -0.448
C -0.91714 0.05556 -4.42527 0.28 -0.60 -1.46 -0.352
C -1.15177 -1.31911 -4.18308 0.48 -0.14 -1.65 -0.335
H -0.42016 -3.11154 -3.24724 -0.06 0.16 0.12 0.492
H 1.45291 -1.93259 -2.04963 -0.08 0.08 -0.10 0.579
H 1.88714 0.46917 -2.50488 -0.13 -0.09 -0.07 0.556
H 0.41447 1.72084 -4.11676 -0.11 -0.15 0.16 0.492
H -1.63180 0.62613 -5.01166 0.10 0.00 0.13 0.580
H -2.04007 -1.79040 -4.59299 0.09 -0.01 0.13 0.592
C 2.74323 0.68001 4.54262 1.08 -0.14 0.11 -0.716
N 1.31256 0.89271 4.54370 -0.91 0.34 0.82 0.127
C 0.58081 1.39176 5.60656 1.99 -0.76 -1.33 -0.344
C -0.72163 1.42500 5.21327 -0.85 -0.66 -2.03 -0.282
N -0.76478 0.94337 3.91827 0.17 0.23 0.90 0.162
C -1.97972 0.81234 3.14381 -0.92 0.00 -0.32 -0.642
C 0.49300 0.59740 3.48121 -0.49 1.05 2.22 0.323
Se 1.00907 -0.09877 1.88218 0.35 -0.19 -0.13 0.524
H 3.25574 1.60753 4.82580 -0.11 -0.23 -0.16 0.353
H 3.04362 0.38444 3.52948 0.15 0.11 0.26 0.227
H 3.01645 -0.11511 5.24859 -0.13 0.17 -0.20 0.356
H 1.05426 1.67394 6.53094 0.05 0.06 0.17 0.526
H -1.61430 1.74134 5.72729 -0.07 0.05 0.09 0.534
H -2.67968 0.13716 3.65920 0.27 0.19 -0.24 0.376
H -2.45216 1.79867 3.02019 0.20 -0.35 0.00 0.364
H -1.72145 0.39794 2.16199 -0.18 0.09 0.23 0.033

(6)
10
Properties=species:S:1:pos:R:3:forces:R:3:mulliken_charge:R:1 method="wB97M-V/def2-TZVPD" lumo_energy_ev=-0.544 relative_energy_ev=1.9439 charge=0
C 0.41803 0.12736 -2.65961 2.84 -2.94 -1.09 0.234
C -0.34637 0.59061 -0.61523 1.61 0.41 2.72 -0.337
C 0.70944 -0.44508 -0.11691 2.72 0.57 0.10 -0.534
N -0.33514 0.73809 -1.97089 -1.35 1.07 -1.34 -0.260
S 1.66787 -1.46497 -1.39367 -2.79 3.35 -0.73 -0.204
Br 0.75089 0.20126 -4.48746 -0.05 -0.04 0.16 -0.046
H -1.26614 0.28002 -0.19574 -1.37 0.10 0.00 0.278
H -0.04475 1.58804 -0.18522 -0.64 -0.93 -0.20 0.244
H 1.46533 0.23814 0.39394 -0.73 -1.53 -0.23 0.276
H 0.28366 -1.17686 0.53771 -0.25 -0.06 0.61 0.351

(7)
13
Properties=species:S:1:pos:R:3:forces:R:3:mulliken_charge:R:1 method="wB97M-V/def2-TZVPD" lumo_energy_ev=0.670 relative_energy_ev=3.3313 charge=0 smiles="C#CPO.C=C"
C 3.16265 -1.49719 0.89448 0.05 -0.98 0.47 0.190
C 2.48300 -1.54960 -0.09469 -0.10 0.33 -0.50 -0.404
P 1.50651 -1.89936 -1.51621 0.56 0.21 -0.76 -0.078
O 0.25849 -0.85294 -1.35845 3.43 2.13 -0.08 -0.391
H 3.61298 -1.92482 1.76217 0.26 0.62 0.18 0.338
H 2.27100 -1.12811 -2.47120 -0.19 -0.34 0.54 0.028
H -0.48929 -1.34599 -1.35970 -3.92 -2.04 0.08 0.314
C -2.11644 1.05466 0.09521 -2.21 1.10 -1.33 -0.441
C -0.87919 1.49772 0.10997 0.09 0.34 1.04 -0.497
H -2.51134 0.24899 0.68349 0.22 -0.17 0.61 0.275
H -2.96086 1.55561 -0.52456 1.84 -1.00 0.59 0.179
H -0.48205 2.26895 -0.48146 -0.24 1.08 -1.22 0.255
H -0.14799 1.32762 0.87323 0.19 -1.29 0.37 0.232

(8)
10
Properties=species:S:1:pos:R:3:forces:R:3:mulliken_charge:R:1 method="wB97M-V/def2-TZVPD" lumo_energy_ev="-14.193 / -17.728" s_squared=6.01 relative_energy_ev=0.3053 charge=+3 spin_multiplicity=5
C 0.72433 -2.45802 0.08341 0.54 -3.97 -0.94 -0.521
C 0.54100 -1.19697 0.45161 0.66 5.11 3.29 0.951
H 0.58483 -2.75627 -0.95353 -0.15 -0.18 0.08 0.365
H 1.08164 -3.19036 0.80408 -0.08 -0.14 0.12 0.356
F 0.88239 -0.78993 1.66752 -1.19 -0.80 -2.69 -0.008
O -1.09220 0.89078 0.89542 -0.96 -0.03 -2.83 -0.226
C -0.89480 0.65917 -0.25747 0.35 1.29 4.27 0.769
O 0.25047 -0.22862 -0.45865 0.98 -2.18 -0.42 -0.352
Rh -1.54800 1.82228 -1.81566 -1.05 0.69 -0.33 0.710
Li 1.89364 -0.15360 -1.58483 0.90 0.22 -0.57 0.956

The records above yield molar mass values of 118.2 117.1 98.2 636.7 487.3 166.0 102.1 198.9 g mol⁻¹, respectively.